The following is a DFT calculation (ωB97M-V/def2-TZVPD) of C17H37NReSi4 as an isolated structure at a distorted geometry.

The value obtained for the molecular weight is 554.0 g mol⁻¹. The expectation value of S² is 3.78. Its multiplicity is 4. Its LUMO energy (spin up / spin down) is 0.530 / -0.596 eV.

Each line ends with the Löwdin charge.
Element x y z (Å)
C: 2.69409 3.02184 -0.60301  -0.1776
C: 3.03014 2.27743 -1.78137  -0.1798
C: 3.25216 0.91434 -1.39459  -0.2307
C: 3.10183 0.83006 0.03054  -0.2542
C: 2.72974 2.14225 0.51084  -0.2163
Re: 1.19616 1.38473 -0.85764  1.2302
C: 0.53453 1.22661 -2.75584  -0.2635
C: 0.23347 2.64885 -2.32836  -0.5851
C: -0.04324 3.84148 -2.89551  0.0153
N: -0.14152 2.76597 -0.92289  -0.1697
H: 3.52258 0.07658 -2.05973  0.1260
H: 3.14329 2.64382 -2.79570  0.1274
H: 3.24073 -0.08016 0.61438  0.0708
H: 2.57398 2.37775 1.56213  0.1109
H: 2.54772 4.08979 -0.57351  0.1232
H: 1.26534 1.10040 -3.56752  0.0751
H: -0.49940 3.49201 -0.19522  0.1367
H: -0.35859 0.70159 -3.04629  0.0164
H: -0.10524 3.96816 -3.95119  0.0339
H: -0.09686 4.77640 -2.19066  0.0949
C: -2.84098 0.16436 -1.97705  -0.2057
Si: -1.81669 -1.25221 -1.25059  0.3277
C: -2.96824 -2.38495 -0.29044  -0.2168
C: -0.95924 -2.19945 -2.61613  -0.2326
Si: -0.12663 -0.41085 0.12687  0.3273
Si: -1.27909 0.48995 1.95391  0.3241
C: -1.92830 -0.85916 3.10618  -0.2206
C: -0.10360 1.61563 2.88194  -0.2329
C: -2.75536 1.48736 1.32520  -0.2232
Si: 1.09882 -2.16196 1.12968  0.3172
C: 0.02101 -3.59509 1.64362  -0.2266
C: 2.36002 -2.74151 -0.12603  -0.2247
C: 1.95797 -1.47456 2.65599  -0.2237
H: -3.46134 -0.24131 -2.79193  0.0336
H: -2.23360 0.98265 -2.40125  0.0153
H: -3.52166 0.60077 -1.23770  0.0117
H: -3.73232 -2.77847 -0.99323  0.0359
H: -2.44981 -3.25341 0.15919  0.0152
H: -3.52108 -1.85304 0.51203  0.0229
H: -0.23064 -1.57785 -3.18205  0.0255
H: -0.40539 -3.08117 -2.23277  0.0252
H: -1.70558 -2.57079 -3.34407  0.0324
H: -1.12580 -1.40908 3.61779  0.0134
H: -2.53082 -0.35955 3.89371  0.0362
H: -2.57911 -1.58178 2.60007  0.0138
H: 0.28012 2.41433 2.22608  0.0048
H: -0.64202 2.07918 3.72643  0.0331
H: 0.75907 1.09234 3.32028  0.0167
H: -2.45753 2.18246 0.52685  0.0129
H: -3.56617 0.85021 0.96665  0.0151
H: -3.15000 2.07481 2.16270  0.0274
H: -0.47612 -4.09558 0.77793  0.0280
H: 0.65985 -4.36395 2.14058  0.0386
H: -0.77488 -3.32877 2.37782  0.0234
H: 2.99225 -1.91996 -0.52480  0.0108
H: 3.03784 -3.47295 0.34818  0.0335
H: 1.88114 -3.23477 -0.99118  0.0283
H: 2.61893 -0.60944 2.44081  0.0172
H: 1.25590 -1.15452 3.45016  0.0189
H: 2.59816 -2.26782 3.08972  0.0370

=====

The following is a DFT calculation (ωB97M-V/def2-TZVPD) of one molecule with the formula C3H7NO2 at a distorted geometry.

As for the energy relative to the best compared isomer or geometry (same formula, charge and spin): 135.8 kJ/mol. The value obtained for the molecular weight is 89.1 g mol⁻¹. The SMILES is CNCC(=O)O. Its LUMO energy is 0.780 eV.

Each line ends with the Löwdin charge.
Element x y z (Å)
C: -1.37988 -1.25478 -0.80519  -0.0953
N: -0.78863 -0.16909 0.04645  -0.1168
C: 0.65019 -0.15530 -0.04191  -0.1650
C: 1.29518 1.16716 0.52112  -0.5198
O: 2.34876 1.25486 1.09914  0.0861
O: 0.40204 2.13636 0.56250  0.1116
H: -1.73635 -0.79622 -1.72338  0.0733
H: -0.58154 -1.95555 -1.06829  0.0682
H: -2.09345 -1.75945 -0.16358  0.0748
H: -1.01850 -0.32930 1.02621  0.1078
H: 1.25037 -0.89013 0.50942  0.1258
H: 0.97530 -0.11217 -1.08237  0.1265
H: 0.67650 2.86362 1.11988  0.1228

=====

The following is a DFT calculation (ωB97M-V/def2-TZVPD) of a 2-piece molecular cluster, C5H14 overall.

As for the energy relative to the best compared isomer or geometry (same formula, charge and spin): 11.9 kJ/mol. The value obtained for the molecular weight is 74.2 g mol⁻¹. The SMILES is CCC.CC. Its LUMO energy is 1.131 eV.

Each line ends with the Löwdin charge.
Element x y z (Å)
C: -0.14008 -0.33677 -1.41226  -0.1372
C: 0.79807 -1.15857 -2.29240  -0.3215
C: 1.58790 -2.21329 -1.52959  -0.1264
H: 0.37391 0.09882 -0.55718  0.0542
H: -1.00725 -0.89934 -1.04900  0.0733
H: -0.57076 0.46467 -2.01702  0.0681
H: 0.19559 -1.62521 -3.07646  0.0974
H: 1.47739 -0.49039 -2.81863  0.0940
H: 1.68676 -1.95966 -0.46635  0.0676
H: 1.08504 -3.18395 -1.50660  0.0668
H: 2.57809 -2.38934 -1.94126  0.0623
C: -1.24084 2.42412 2.46531  -0.1711
C: -0.75145 1.00141 2.19650  -0.1733
H: -0.88108 2.80624 3.41954  0.0590
H: -0.92646 3.10840 1.67943  0.0591
H: -2.33035 2.44171 2.50151  0.0603
H: -1.18171 0.63167 1.26542  0.0455
H: -1.08754 0.33641 2.99085  0.0609
H: 0.33476 0.94305 2.14820  0.0610

=====

The following is a DFT calculation (ωB97M-V/def2-TZVPD) of a 6-piece molecular cluster, C24H60O6 overall at a distorted geometry.

As for the energy relative to the best compared isomer or geometry (same formula, charge and spin): 1101.0 kJ/mol. The value obtained for the molecular weight is 444.7 g mol⁻¹. The SMILES is CCOCC.CCOCC.CCOCC.CCOCC.CCOCC.CCOCC. Its LUMO energy is 0.819 eV.

Each line ends with the Löwdin charge.
Element x y z (Å)
C: -6.02467 -1.17768 3.25919  -0.0208
C: -5.17679 -1.51270 1.97901  -0.2942
O: -3.90165 -1.06284 2.06947  -0.1471
C: -2.99431 -1.43971 0.99185  -0.2608
C: -1.73037 -1.05342 1.31565  -0.1233
H: -5.57026 -1.34618 4.11355  0.0245
H: -6.81782 -1.71557 3.28744  -0.0101
H: -6.38341 -0.12993 3.04060  0.1083
H: -5.65338 -1.16900 0.98117  0.1342
H: -5.08863 -2.59976 1.98900  0.1077
H: -3.38846 -1.05232 0.01358  0.1347
H: -2.85858 -2.53746 1.06362  0.1411
H: -1.04546 -1.16978 0.58546  0.0679
H: -1.25948 -1.52069 2.11054  0.0748
H: -1.56193 -0.04257 1.51647  0.0629
C: 1.10902 -0.21128 3.79077  -0.0389
C: 2.62258 -0.10439 4.02568  -0.2140
O: 3.17860 0.55192 2.85777  -0.1894
C: 4.51472 0.86677 2.93133  -0.3535
C: 5.03348 1.39072 1.69339  -0.0774
H: 1.18463 -1.03003 3.05000  0.0727
H: 0.70346 0.58297 3.29741  0.0302
H: 0.64305 -0.74380 4.57754  0.0704
H: 3.07504 -1.18238 3.97701  0.1488
H: 2.97454 0.53470 4.81485  0.1057
H: 5.15153 0.04652 3.08852  0.1122
H: 4.66316 1.56662 3.63574  0.0869
H: 5.96988 1.94389 1.82341  0.0930
H: 4.23046 1.81615 1.14811  0.0497
H: 5.40033 0.58188 0.97850  0.0964
C: -2.40261 1.66315 -1.51332  -0.0703
C: -1.90531 2.22669 -0.23860  -0.3146
O: -0.54009 2.09062 -0.15298  -0.1565
C: 0.01709 2.65614 0.98896  -0.3804
C: 1.37257 2.38514 1.04011  -0.1053
H: -1.78463 1.89101 -2.56965  0.1586
H: -3.31260 2.02231 -1.66318  0.0134
H: -2.30484 0.63887 -1.48984  0.0294
H: -2.43160 1.73341 0.59510  0.1186
H: -2.07421 3.39917 -0.18193  0.1574
H: -0.53059 2.47480 1.82798  0.0860
H: -0.15912 3.81504 0.93123  0.1571
H: 1.62990 2.66614 2.05743  0.0941
H: 1.91893 3.09097 0.22503  0.1534
H: 1.52229 1.37836 0.81720  0.0499
C: 6.77824 -1.58506 -2.38360  -0.0700
C: 5.61283 -2.45232 -1.96899  -0.2224
O: 4.81088 -1.73438 -0.96377  -0.1318
C: 3.58220 -2.38620 -0.71917  -0.3193
C: 2.82255 -1.79419 0.36633  -0.0710
H: 7.35231 -1.11246 -1.70260  0.0183
H: 6.42741 -0.64829 -2.94565  0.0776
H: 7.50048 -2.21481 -3.11298  0.1313
H: 6.01476 -3.26686 -1.80695  0.0186
H: 4.88506 -2.57069 -2.83955  0.1467
H: 3.60849 -3.41619 -0.60671  0.1042
H: 2.95648 -2.25028 -1.56103  0.1052
H: 2.05380 -2.40070 0.59919  0.0362
H: 2.23369 -0.87927 0.11552  0.0797
H: 3.49839 -1.62298 1.24973  0.1061
C: -5.43436 -0.96365 -2.66202  -0.0197
C: -6.99450 -1.43122 -2.50433  -0.1368
O: -7.36849 -1.46198 -1.04099  -0.1832
C: -8.60618 -2.04119 -0.81545  -0.4133
C: -8.77618 -2.13593 0.50062  -0.1358
H: -4.80208 -1.26347 -2.12894  -0.1137
H: -5.46232 0.24400 -2.45297  0.1200
H: -5.11213 -0.90248 -3.83086  0.1255
H: -7.11672 -2.41644 -2.73724  0.0620
H: -7.64035 -0.63132 -2.97906  0.1295
H: -8.72691 -3.06001 -1.34071  0.1583
H: -9.31468 -1.30672 -1.21220  0.1311
H: -9.74369 -2.15357 0.88447  0.0770
H: -8.40879 -1.40069 1.17657  0.0798
H: -8.14020 -3.00244 0.84332  0.1231
C: 1.92487 1.01971 -2.61121  -0.0654
C: 3.36902 1.15898 -2.25551  -0.2896
O: 3.95457 2.43683 -2.60571  -0.1618
C: 5.33916 2.57158 -2.30786  -0.3050
C: 5.66478 3.96933 -2.63587  -0.0945
H: 1.55643 0.25199 -1.94479  0.0426
H: 1.73946 0.96726 -3.73422  0.1039
H: 1.36856 1.85826 -1.91960  0.1178
H: 4.00152 0.51443 -2.67028  0.0467
H: 3.53576 0.97337 -1.08057  0.1441
H: 5.87151 1.74995 -2.85568  0.1256
H: 5.56586 2.54930 -1.27605  0.0899
H: 6.83755 4.27480 -2.64923  0.1298
H: 5.24230 4.61557 -1.89333  0.0709
H: 5.52424 4.13798 -3.66025  0.0486

=====

Q: molecular weight of number 2 (C3H7NO2)?
A: 89.1 g mol⁻¹

=====

Q: Which of these has the highest molecular weight?
A: C17H37NReSi4